Record 1
49
Properties=species:S:1:pos:R:3 method="wB97M-V/def2-TZVPD" e_above_lowest_kcal_mol=0.0 multiplicity=1 total_charge=0
Ti 0.001 0.290 -0.124
C 2.141 -3.608 -4.095
C 2.635 -2.423 -4.622
C 2.187 -1.209 -4.129
C 1.252 -1.166 -3.102
C 0.742 -2.356 -2.594
C 1.188 -3.573 -3.087
N 1.796 0.621 -1.405
C 2.078 2.043 -1.383
C 2.982 2.653 -2.232
C 3.199 4.021 -2.140
C 2.495 4.760 -1.198
C 1.567 4.161 -0.361
C 1.344 2.789 -0.455
N 0.414 2.092 0.311
N -0.334 2.831 1.222
C -1.317 2.100 1.648
C -2.305 2.600 2.568
C -3.337 1.819 2.941
C -3.462 0.483 2.433
C -2.521 0.035 1.578
N -1.453 0.798 1.171
H 2.491 -4.557 -4.479
H 3.368 -2.448 -5.418
H 2.572 -0.282 -4.541
H -0.024 -2.329 -1.830
H 0.788 -4.494 -2.686
H 3.513 2.066 -2.971
H 3.908 4.503 -2.799
H 2.663 5.826 -1.120
H 1.000 4.732 0.359
H -2.179 3.613 2.924
H -4.085 2.197 3.627
H -4.283 -0.153 2.727
H -2.561 -0.970 1.168
Cl 6.478 -1.625 -1.812
C 4.915 -1.424 -1.075
C 4.531 -2.265 -0.043
C 3.284 -2.117 0.543
C 2.434 -1.118 0.091
O 1.205 -0.923 0.611
C 2.824 -0.292 -0.968
C 0.864 0.174 -2.536
O -0.403 0.194 -1.934
C 4.069 -0.437 -1.552
H 5.211 -3.034 0.297
H 2.968 -2.760 1.352
H 0.930 0.940 -3.313
H 4.383 0.188 -2.374

Record 2
58
Properties=species:S:1:pos:R:3 method="wB97M-V/def2-TZVPD" e_above_lowest_kcal_mol=25.5 multiplicity=1 total_charge=-2
Hf 0.420 0.177 -0.874
O 2.759 -3.548 -0.930
S 2.013 -2.551 -1.659
O 1.380 -3.035 -2.856
O 1.135 -1.768 -0.730
C 3.237 -1.375 -2.279
C 4.565 -1.621 -1.963
C 5.563 -0.821 -2.491
C 5.242 0.225 -3.344
C 3.918 0.484 -3.653
C 2.917 -0.317 -3.123
S 1.255 0.285 -3.404
O 1.138 0.558 -4.806
O 1.175 1.471 -2.513
O 0.261 -0.633 -2.832
H 4.770 -2.436 -1.284
H 6.598 -1.007 -2.230
H 6.024 0.851 -3.755
H 3.635 1.308 -4.295
O 3.796 -0.653 1.027
C 2.677 -0.271 0.734
O 2.369 0.408 -0.325
C 1.541 -0.470 1.721
C 1.852 -0.933 3.010
C 0.879 -0.931 3.960
C -0.390 -0.397 3.650
C -1.391 -0.223 4.629
C -2.586 0.350 4.305
C -2.832 0.751 2.980
C -1.895 0.571 2.003
C -0.644 0.003 2.316
N 0.328 -0.095 1.352
H 2.863 -1.267 3.190
H 1.064 -1.297 4.964
H -1.186 -0.541 5.645
H -3.351 0.476 5.061
H -3.789 1.188 2.725
H -2.094 0.861 0.984
S 0.403 2.583 0.246
C -1.025 3.355 -0.408
C -1.227 4.720 -0.170
C -2.337 5.391 -0.652
C -3.284 4.702 -1.400
C -3.105 3.350 -1.642
C -1.993 2.656 -1.155
S -1.910 0.920 -1.472
H -0.480 5.245 0.415
H -2.470 6.448 -0.446
H -4.158 5.214 -1.788
H -3.834 2.792 -2.218
C -4.515 -4.650 0.554
O -3.396 -3.955 0.036
C -2.766 -3.014 0.801
S -3.184 -2.797 2.409
S -1.520 -2.245 -0.035
H -4.754 -5.419 -0.181
H -5.365 -3.973 0.673
H -4.295 -5.098 1.522

Per-record F_max, eV/A: 0.44 3.57
Per-record HOMO, hartree: -0.25442 -0.06816
Per-record total energy, hartree: -2604.0382 -4094.1592